175
Properties=species:S:1:pos:R:3:forces:R:3 method="wB97M-V/def2-TZVPD" homo_ev=-8.9757 e_tot_ev=-224920.992 smiles="CC[C@@H](I)c1c(CCO[Si](C)(C)C)c2c(c(CC(=O)c3ccccc3)c1ON=O)C(=O)c1c([PH2]=O)cc(CCSc3nnco3)c(S)c1C2=O.CCOS(C)(=O)=O.CCOS(C)(=O)=O.CCOS(C)(=O)=O.CCOS(C)(=O)=O.CCOS(C)(=O)=O.CCOS(C)(=O)=O" total_charge=0 multiplicity=1 e_lumo_ev=-1.1
C 1.917 3.002 -1.202 -0.039 -0.434 0.526
C 0.994 3.328 -0.027 -0.030 -0.669 -0.331
C 0.721 2.047 0.820 -0.543 1.393 -0.833
I 0.147 2.713 2.780 -0.193 -0.246 0.132
C -0.260 1.176 0.070 0.526 -0.907 0.280
C 0.225 -0.009 -0.520 0.172 -0.573 -0.302
C 1.651 -0.471 -0.308 -0.259 0.227 0.749
C 1.818 -1.237 1.024 0.053 -0.708 -0.840
O 0.810 -2.230 1.142 -0.013 0.756 0.664
Si 0.056 -2.522 2.600 -0.644 -1.045 0.375
C -1.503 -3.492 2.158 0.252 0.706 -0.214
C -0.501 -0.985 3.494 0.262 0.406 -0.799
C 1.063 -3.638 3.722 -0.153 0.432 -0.760
C -0.624 -0.793 -1.320 0.184 0.712 0.435
C -1.953 -0.415 -1.488 0.067 -0.445 -0.334
C -2.478 0.716 -0.901 0.205 0.693 0.552
C -3.909 1.153 -1.094 0.248 -0.416 0.292
C -4.335 1.154 -2.544 -0.845 -0.465 0.473
O -3.599 1.598 -3.377 0.976 0.497 -0.763
C -5.688 0.669 -2.915 -0.619 0.150 -0.010
C -6.229 1.104 -4.122 -0.302 0.121 -0.285
C -7.485 0.678 -4.532 -0.418 -0.184 0.202
C -8.248 -0.171 -3.735 0.699 0.000 0.298
C -7.712 -0.612 -2.527 0.218 0.144 -0.155
C -6.443 -0.204 -2.131 -0.446 0.049 0.181
C -1.597 1.492 -0.133 -0.438 -0.008 -0.021
O -2.095 2.676 0.402 0.177 0.256 -0.366
N -3.011 2.429 1.463 -0.298 -0.383 0.079
O -3.686 3.356 1.643 0.174 0.069 -0.048
C -2.785 -1.311 -2.341 0.626 0.098 -0.101
O -3.906 -1.633 -2.054 -0.774 -0.099 0.265
C -2.104 -1.818 -3.560 0.497 -0.148 -0.454
C -2.730 -1.943 -4.799 -0.687 -0.568 0.221
P -4.457 -1.490 -5.159 0.026 1.286 -0.717
O -4.528 -0.161 -5.816 0.156 -0.087 -0.192
C -1.997 -2.404 -5.877 0.388 -0.158 -0.160
C -0.647 -2.740 -5.782 -0.162 -0.295 0.559
C 0.101 -3.145 -7.013 0.361 0.696 -0.230
C 0.413 -1.884 -7.862 -0.773 -0.248 0.276
S 0.926 -0.465 -6.864 0.934 0.144 0.409
C -0.465 0.554 -6.935 -0.924 -0.308 -0.747
N -1.425 0.504 -7.801 0.707 -0.696 -0.242
N -2.322 1.462 -7.445 -0.496 0.789 0.367
C -1.854 2.031 -6.391 -0.755 -0.217 -0.917
O -0.672 1.506 -6.013 0.580 0.092 0.760
C -0.022 -2.636 -4.532 -0.018 0.272 0.122
S 1.707 -3.067 -4.384 0.172 -0.309 -0.034
C -0.761 -2.176 -3.433 -0.050 0.274 -0.080
C -0.172 -2.022 -2.055 -0.469 0.407 -0.378
O 0.562 -2.845 -1.603 0.649 -0.590 0.395
H 1.457 2.253 -1.841 -0.126 0.037 -0.288
H 2.171 3.880 -1.782 0.008 0.111 -0.098
H 2.825 2.541 -0.819 0.328 0.168 -0.060
H 0.041 3.653 -0.438 -0.112 0.414 0.250
H 1.427 4.096 0.601 0.006 0.202 0.036
H 1.666 1.559 0.966 0.049 -0.265 0.340
H 2.311 0.385 -0.262 0.259 0.069 -0.195
H 1.987 -1.098 -1.119 -0.036 -0.174 -0.182
H 2.770 -1.765 0.953 0.228 0.116 0.198
H 1.868 -0.560 1.879 -0.184 0.113 0.100
H -1.546 -4.456 2.653 -0.029 -0.195 -0.041
H -2.371 -2.898 2.441 -0.163 -0.046 0.171
H -1.569 -3.598 1.077 0.061 -0.299 -0.121
H 0.322 -0.356 3.822 0.090 0.029 0.336
H -1.056 -0.376 2.774 -0.139 0.059 -0.045
H -1.185 -1.192 4.311 0.078 -0.170 0.223
H 1.982 -3.185 4.081 0.093 -0.039 0.211
H 0.407 -3.932 4.537 0.091 -0.038 0.288
H 1.291 -4.528 3.137 0.147 -0.193 0.097
H -4.023 2.177 -0.771 -0.001 0.393 -0.012
H -4.556 0.572 -0.447 -0.180 -0.182 -0.060
H -5.672 1.756 -4.777 0.166 0.019 0.152
H -7.903 0.997 -5.474 0.148 0.160 -0.142
H -9.223 -0.515 -4.039 -0.135 0.062 -0.130
H -8.272 -1.280 -1.893 -0.077 -0.109 0.075
H -6.064 -0.602 -1.206 0.175 0.024 0.106
H -4.930 -2.478 -6.050 0.143 -0.420 0.481
H -5.210 -1.503 -3.980 0.081 -0.700 -0.091
H -2.454 -2.500 -6.854 -0.203 0.078 -0.050
H -0.479 -3.833 -7.621 -0.154 -0.081 -0.090
H 1.041 -3.615 -6.766 0.043 -0.229 0.140
H 1.199 -2.075 -8.579 0.088 -0.009 -0.192
H -0.499 -1.577 -8.366 0.084 0.166 -0.280
H -2.343 2.820 -5.859 0.260 0.128 0.422
H 2.231 -1.854 -4.157 -0.255 0.127 0.011
O -3.753 5.019 6.683 0.149 -0.039 0.156
S -2.672 5.065 5.743 -0.031 0.201 -0.439
O -1.409 4.479 6.069 -0.019 -0.102 0.145
O -2.452 6.574 5.299 -0.030 -0.071 -0.080
C -2.277 7.563 6.336 0.141 0.378 0.404
C -0.885 7.533 6.935 0.048 -0.246 -0.017
C -3.204 4.447 4.187 -0.006 0.047 0.034
H -3.045 7.435 7.100 -0.030 -0.137 -0.062
H -2.456 8.521 5.851 -0.055 -0.103 -0.182
H -0.716 6.615 7.496 -0.021 0.011 0.014
H -0.754 8.376 7.613 -0.046 0.042 -0.036
H -0.130 7.584 6.152 -0.011 0.077 -0.009
H -4.143 4.914 3.905 -0.004 0.045 0.060
H -3.333 3.373 4.296 0.026 -0.013 0.081
H -2.433 4.656 3.451 0.044 0.020 0.034
O 0.460 -7.330 3.282 0.150 0.107 0.105
S 0.319 -8.752 3.229 -0.269 -0.171 -0.240
O 1.205 -9.594 3.970 0.094 0.088 0.116
O 0.315 -9.205 1.705 -0.114 -0.051 0.045
C 1.408 -8.761 0.872 0.463 0.125 -0.305
C 2.678 -9.553 1.111 -0.026 -0.046 0.238
C -1.342 -9.199 3.596 -0.080 -0.011 -0.024
H 1.570 -7.692 1.018 -0.089 -0.009 0.121
H 1.063 -8.902 -0.150 -0.193 -0.057 0.073
H 3.084 -9.361 2.103 0.002 0.023 -0.010
H 3.432 -9.279 0.373 -0.048 0.020 -0.049
H 2.481 -10.623 1.038 0.000 0.002 -0.074
H -2.011 -8.582 3.002 0.016 0.008 -0.012
H -1.495 -9.014 4.657 0.058 0.020 0.010
H -1.478 -10.253 3.374 0.027 -0.006 0.003
O 3.273 0.805 4.395 0.013 -0.125 -0.243
S 4.135 1.951 4.408 0.055 0.259 0.401
O 4.929 2.254 3.255 -0.124 -0.124 -0.220
O 5.075 1.866 5.683 -0.151 0.093 -0.019
C 5.816 0.638 5.869 0.401 -0.487 0.043
C 7.009 0.545 4.941 -0.079 0.057 -0.198
C 3.221 3.378 4.869 0.071 0.091 0.128
H 5.147 -0.214 5.745 -0.105 0.097 -0.050
H 6.140 0.647 6.908 -0.119 0.221 0.033
H 6.690 0.452 3.904 0.063 -0.013 -0.009
H 7.612 -0.328 5.189 -0.026 -0.009 0.061
H 7.631 1.437 5.013 0.013 -0.013 0.058
H 2.638 3.156 5.759 -0.014 -0.039 -0.018
H 2.567 3.602 4.032 0.014 0.005 0.009
H 3.905 4.203 5.047 0.072 -0.057 -0.018
O 5.854 2.545 -6.887 0.104 -0.025 0.175
S 5.290 1.313 -7.347 -0.157 -0.027 -0.353
O 5.366 0.138 -6.534 0.035 0.045 0.175
O 5.884 0.989 -8.787 -0.133 0.003 -0.021
C 7.319 0.990 -8.936 0.550 -0.065 -0.038
C 7.960 -0.267 -8.384 -0.145 -0.044 0.186
C 3.623 1.562 -7.842 0.041 0.129 -0.123
H 7.735 1.887 -8.476 -0.133 0.020 0.069
H 7.494 1.061 -10.008 -0.207 0.021 -0.033
H 7.866 -0.316 -7.300 0.010 0.022 -0.003
H 9.020 -0.286 -8.636 -0.009 0.038 -0.062
H 7.480 -1.155 -8.795 0.037 0.007 -0.064
H 3.572 2.432 -8.491 0.045 0.003 0.001
H 3.040 1.728 -6.940 0.046 -0.018 0.051
H 3.273 0.672 -8.353 -0.006 -0.025 0.018
O 8.214 -0.252 1.357 0.187 -0.109 0.176
S 7.374 -1.319 0.907 -0.400 0.131 -0.344
O 7.331 -2.561 1.615 0.143 0.023 0.181
O 7.681 -1.600 -0.627 -0.108 0.028 0.010
C 9.052 -1.845 -1.004 0.515 -0.162 -0.134
C 9.508 -3.247 -0.651 -0.122 -0.033 0.204
C 5.731 -0.721 0.700 -0.062 0.011 -0.042
H 9.697 -1.089 -0.554 -0.115 0.038 0.091
H 9.082 -1.701 -2.082 -0.204 0.064 0.003
H 9.563 -3.386 0.428 0.013 0.017 -0.004
H 10.497 -3.433 -1.070 -0.009 0.045 -0.055
H 8.811 -3.987 -1.042 0.027 0.006 -0.068
H 5.764 0.203 0.129 0.023 0.011 0.009
H 5.326 -0.538 1.694 0.047 0.013 0.028
H 5.146 -1.480 0.187 0.029 -0.028 0.003
O -9.653 6.516 6.519 0.021 0.089 0.168
S -9.845 5.099 6.562 0.038 -0.226 -0.322
O -9.992 4.428 7.815 -0.041 0.118 0.134
O -8.692 4.402 5.723 -0.113 -0.032 -0.076
C -7.324 4.741 6.046 0.578 0.093 0.185
C -6.824 4.052 7.296 -0.227 -0.057 0.228
C -11.183 4.651 5.510 -0.034 -0.019 -0.072
H -7.224 5.825 6.121 -0.153 0.009 0.003
H -6.740 4.420 5.184 -0.186 -0.057 -0.105
H -7.338 4.420 8.184 -0.022 0.020 -0.024
H -5.759 4.235 7.418 -0.024 0.002 -0.088
H -7.000 2.977 7.241 0.035 -0.003 -0.059
H -11.049 5.133 4.546 0.018 0.005 0.004
H -12.096 5.001 5.987 0.029 0.024 0.049
H -11.202 3.570 5.410 0.013 -0.005 0.023